Molecular formula: C3H8IN2
Method: DFT, wB97M-V/def2-TZVPD

**Charge**: +1
**Energy**: -525.9127 Ha
**Highest occupied orbital energy**: -11.7 eV
**Largest force on an atom**: 3.116 eV Å⁻¹

Cartesian coordinates (Å):
C -0.142 1.690 0.422
C 0.402 0.341 0.769
C -0.151 -1.481 -1.106
N 1.014 -1.835 -1.484
N -0.728 0.971 1.567
I -1.479 -0.317 -2.241
H 0.329 2.560 0.729
H -0.932 1.758 -0.283
H 1.405 0.201 1.158
H -0.475 -1.893 -0.238
H 1.516 -2.451 -0.858
H 1.315 -1.430 -2.346
H -0.399 1.287 2.442
H -1.675 0.599 1.468

Molecular formula: C2H6O2S2
Method: DFT, wB97M-V/def2-TZVPD

**Energy**: -1026.6286 Ha
**SMILES**: O=CO.CSS
**Highest occupied orbital energy**: -8.9 eV
**Largest force on an atom**: 3.538 eV Å⁻¹

Cartesian coordinates (Å):
O -1.515 2.421 -3.020
C -2.161 1.575 -2.458
O -3.385 1.259 -2.929
H -1.791 0.993 -1.637
H -3.684 1.812 -3.619
C 0.028 -0.891 0.400
S 1.560 -0.261 1.087
S 1.982 -1.634 2.813
H -0.193 -0.504 -0.634
H 0.022 -2.013 0.323
H -0.842 -0.799 1.131
H 1.815 -2.721 1.978

Molecular formula: C5H30N2O9
Method: DFT, wB97M-V/def2-TZVPD

**Energy**: -995.1349 Ha
**SMILES**: C[C@H](N)C/C=C/N.O.O.O.O.O.O.O.O.O
**Highest occupied orbital energy**: -8.9 eV
**Largest force on an atom**: 2.519 eV Å⁻¹

Cartesian coordinates (Å):
C 3.170 -0.469 -0.470
C 2.041 -0.086 0.506
N 2.407 1.165 1.202
C 1.691 -1.226 1.438
C 0.644 -0.760 2.434
C -0.660 -0.964 2.366
N -1.658 -0.184 3.001
H 2.806 -1.040 -1.324
H 4.014 -0.938 0.024
H 3.324 0.468 -1.013
H 1.127 0.109 -0.052
H 3.231 1.511 0.738
H 2.777 0.981 2.121
H 1.547 -2.217 1.007
H 2.542 -1.473 2.101
H 1.054 -0.073 3.171
H -1.032 -1.716 1.680
H -1.323 0.433 3.736
H -2.405 -0.757 3.337
O 0.841 -3.658 -0.308
H -0.060 -3.334 -0.407
H 0.816 -4.603 -0.410
O -0.315 2.832 1.538
H 0.507 2.317 1.615
H -0.767 2.699 2.377
O 2.426 1.653 -1.901
H 2.214 0.754 -2.223
H 1.678 2.046 -1.444
O -1.819 2.817 -0.810
H -0.962 3.202 -1.010
H -2.147 3.150 0.032
O -1.801 -2.189 -0.403
H -1.415 -1.638 -1.085
H -2.127 -1.673 0.336
O -0.676 0.250 -1.523
H -0.734 0.261 -0.569
H -1.590 0.380 -1.853
O 1.334 -0.456 -3.138
H 0.422 -0.325 -2.808
H 1.370 -0.341 -4.090
O -2.639 0.629 0.476
H -2.006 1.305 0.180
H -2.420 0.465 1.409
O -3.277 -0.098 -2.344
H -3.634 -0.618 -1.600
H -3.331 0.785 -1.954

Molecular formula: C9H14
Method: DFT, wB97M-V/def2-TZVPD

**Energy**: -351.3040 Ha
**SMILES**: Cc1ccccc1.CC
**Highest occupied orbital energy**: -9.0 eV
**Largest force on an atom**: 1.976 eV Å⁻¹

Cartesian coordinates (Å):
C 1.341 -1.964 0.037
C 0.162 -1.085 -0.258
C -0.315 -0.911 -1.562
C -1.524 -0.262 -1.852
C -2.417 0.049 -0.855
C -2.026 -0.248 0.460
C -0.735 -0.609 0.717
H 2.156 -1.515 0.619
H 1.929 -2.326 -0.810
H 1.004 -2.823 0.616
H 0.347 -1.212 -2.365
H -1.658 -0.032 -2.902
H -3.399 0.440 -1.083
H -2.681 -0.022 1.293
H -0.423 -0.597 1.762
C 2.409 1.477 1.376
C 1.590 2.785 1.150
H 1.818 0.744 1.943
H 2.541 0.965 0.426
H 3.296 1.580 1.985
H 0.549 2.659 1.427
H 1.660 2.997 0.086
H 2.075 3.602 1.680